Here is the ion C15H23OS2Si with charge +1 from the OMol25 dataset. Energies are from wB97M-V/def2-TZVPD.

Last column: Mulliken charge in e.
Positions of all 42 atoms, in Å:
C1 -3.417 0.599 1.212  -0.962
Si1 -1.727 1.050 1.817  0.212
C2 -0.688 1.772 0.433  -0.962
C3 -1.649 2.105 3.336  -1.019
O1 -1.016 -0.438 2.321  -0.536
C4 0.157 -0.878 1.844  0.849
C5 1.402 -0.212 2.359  -1.365
C6 0.089 -1.693 0.675  0.832
C7 1.110 -1.621 -0.313  -0.432
C8 0.805 -1.946 -1.633  -0.718
C9 -0.504 -2.262 -2.015  -0.451
C10 -1.479 -2.461 -1.026  -0.525
C11 -1.161 -2.271 0.307  -0.400
H1 -3.981 1.514 0.987  0.374
H2 -3.380 -0.009 0.301  0.286
H3 -3.974 0.032 1.968  0.346
H4 -1.191 2.681 0.073  0.459
H5 0.314 2.060 0.779  0.293
H6 -0.570 1.085 -0.417  0.307
H7 -2.089 3.088 3.123  0.358
H8 -2.200 1.641 4.163  0.334
H9 -0.613 2.257 3.666  0.328
H10 1.679 0.542 1.601  0.430
H11 1.122 0.302 3.290  0.502
H12 2.096 -1.263 -0.015  0.312
H13 1.605 -1.935 -2.378  0.402
H14 -0.748 -2.402 -3.071  0.451
H15 -2.486 -2.770 -1.301  0.454
H16 -1.882 -2.487 1.094  0.517
C12 5.424 -2.440 3.740  -0.480
C13 5.359 -1.201 2.851  -0.605
S1 3.995 -0.117 3.333  -0.175
C14 2.579 -1.054 2.633  0.280
S2 2.661 -2.074 4.159  -0.147
C15 4.071 -3.149 3.780  -0.617
H17 6.179 -3.120 3.341  0.315
H18 5.734 -2.155 4.754  0.269
H19 6.239 -0.555 2.996  0.387
H20 5.245 -1.455 1.792  0.293
H21 2.873 -1.626 1.745  0.086
H22 3.860 -3.691 2.851  0.299
H23 4.030 -3.864 4.608  0.419

Relative energy (zero: lowest compared OMol25 entry of this formula, charge and spin) in kcal/mol: 0.0
LUMO level in eV: -5.35
Charge: +1
Orbital gap in eV: 4.30
HOMO level in eV: -9.7
Calculated total energy in eV: -47517.40681


Here is a cluster of 2 separate species, C4H7N in total from the OMol25 dataset. Energies are from wB97M-V/def2-TZVPD.

Last column: Mulliken charge in e.
Positions of all 12 atoms, in Å:
C1 -1.462 1.474 1.792  -0.036
C2 0.561 0.697 1.119  -0.439
C3 -0.712 -0.241 -0.903  -1.084
C4 0.294 -0.475 0.246  -0.244
N1 -2.568 1.813 2.026  -0.399
H1 0.813 0.579 2.286  0.309
H2 0.892 1.737 0.784  0.315
H3 -0.725 -1.161 -1.528  0.315
H4 -0.374 0.670 -1.381  0.308
H5 -1.714 -0.033 -0.560  0.353
H6 1.190 -0.532 -0.368  0.253
H7 0.187 -1.423 0.714  0.347

Relative energy (zero: lowest compared OMol25 entry of this formula, charge and spin) in kcal/mol: 79.3
LUMO level in eV: -0.55
Charge: 0
Orbital gap in eV: 10.28
HOMO level in eV: -10.8
Calculated total energy in eV: -5747.97598


Here is a structure of composition C47H65CrN6O2PSi2 from the OMol25 dataset. Energies are from wB97M-V/def2-TZVPD.

Last column: Mulliken charge in e.
Positions of all 124 atoms, in Å:
Cr1 -0.216 -1.031 0.335  -0.701
C1 4.291 2.902 -1.793  -1.605
C2 4.275 1.402 -1.487  2.283
C3 5.548 0.997 -0.737  -1.677
C4 4.091 0.559 -2.736  0.670
C5 4.885 0.809 -3.846  -0.430
C6 4.740 0.085 -5.020  -1.470
C7 3.768 -0.899 -5.076  -0.576
C8 2.961 -1.190 -3.981  0.599
C9 1.968 -2.326 -4.068  1.860
C10 2.705 -3.654 -3.866  -1.573
C11 1.182 -2.349 -5.385  -1.867
C12 3.127 -0.479 -2.775  -0.701
N1 2.346 -0.702 -1.628  1.272
C13 3.038 -1.264 -0.653  -0.863
O1 4.102 -1.901 -0.783  -0.828
C14 2.694 -0.878 0.790  -0.111
C15 3.785 -0.964 1.645  -0.780
C16 3.731 -0.394 2.898  -1.201
C17 2.587 0.279 3.258  -0.993
C18 1.501 0.292 2.397  -0.344
N2 1.519 -0.317 1.189  2.274
C19 0.267 1.022 2.912  -0.245
O2 0.353 1.464 4.076  -0.846
N3 -0.765 1.110 2.101  1.346
C20 -1.795 1.975 2.502  -0.257
C21 -1.607 3.381 2.500  0.646
C22 -2.698 4.215 2.717  -0.506
C23 -3.964 3.712 2.963  -1.480
C24 -4.135 2.340 3.033  -0.270
C25 -3.079 1.464 2.818  0.363
C26 -3.301 -0.023 3.057  3.147
C27 -3.511 -0.273 4.554  -1.891
C28 -4.462 -0.626 2.268  -1.516
C29 -0.236 4.022 2.334  1.130
C30 -0.207 5.174 1.324  -1.707
C31 0.270 4.530 3.691  -1.750
H1 4.276 3.478 -0.864  0.410
H2 5.186 3.188 -2.350  0.439
H3 3.420 3.192 -2.383  0.215
H4 3.421 1.205 -0.837  -1.224
H5 6.431 1.211 -1.348  0.381
H6 5.637 1.545 0.205  0.381
H7 5.530 -0.072 -0.520  0.320
H8 5.648 1.579 -3.792  0.270
H9 5.376 0.283 -5.875  0.345
H10 3.647 -1.474 -5.989  0.275
H11 1.268 -2.198 -3.243  -0.470
H12 2.019 -4.501 -3.947  0.434
H13 3.489 -3.763 -4.621  0.354
H14 3.175 -3.678 -2.881  0.316
H15 1.782 -2.767 -6.199  0.419
H16 0.869 -1.348 -5.682  0.405
H17 0.290 -2.970 -5.276  0.401
H18 4.664 -1.465 1.269  0.596
H19 4.581 -0.445 3.567  0.412
H20 2.468 0.769 4.213  0.572
H21 -2.554 5.291 2.716  0.234
H22 -4.799 4.384 3.125  0.350
H23 -5.113 1.937 3.274  0.343
H24 -2.391 -0.544 2.756  -2.520
H25 -4.458 0.162 4.890  0.422
H26 -3.529 -1.346 4.755  0.361
H27 -2.703 0.175 5.135  0.396
H28 -5.395 -0.080 2.438  0.273
H29 -4.252 -0.631 1.204  0.298
H30 -4.610 -1.663 2.573  0.354
H31 0.458 3.257 1.982  -0.215
H32 -0.591 4.879 0.348  0.404
H33 -0.789 6.028 1.680  0.415
H34 0.822 5.516 1.188  0.401
H35 -0.443 5.247 4.111  0.319
H36 0.384 3.695 4.378  0.348
H37 1.236 5.032 3.576  0.446
C32 0.997 -3.913 2.538  -1.517
Si1 -0.373 -2.589 2.291  0.890
C33 -0.537 -1.881 4.073  -1.080
C34 -1.982 -3.648 2.109  0.006
C35 -2.479 -4.444 3.144  -0.579
C36 -3.657 -5.171 3.007  -0.820
C37 -4.363 -5.107 1.813  -0.654
C38 -3.868 -4.342 0.762  -1.013
C39 -2.680 -3.617 0.884  0.725
Si2 -1.758 -2.748 -0.566  1.761
C40 -0.610 -4.272 -0.955  -1.371
C41 -3.030 -2.797 -2.016  -1.580
H38 0.660 -4.727 3.189  0.367
H39 1.892 -3.466 2.984  0.310
H40 1.294 -4.346 1.578  0.269
H41 -1.330 -2.374 4.641  0.477
H42 -0.759 -0.815 4.073  -0.187
H43 0.402 -2.002 4.624  0.505
H44 -1.938 -4.492 4.086  0.267
H45 -4.024 -5.782 3.825  0.343
H46 -5.293 -5.655 1.700  0.330
H47 -4.420 -4.314 -0.173  0.285
H48 -0.913 -4.816 -1.857  0.406
H49 -0.653 -4.967 -0.113  0.332
H50 0.437 -3.984 -1.070  0.114
H51 -2.717 -2.139 -2.835  0.171
H52 -4.019 -2.457 -1.691  0.328
H53 -3.131 -3.807 -2.425  0.447
C42 -1.833 3.641 -1.827  -0.865
N4 -2.624 2.496 -2.263  0.191
C43 -2.267 2.166 -3.632  -1.108
N5 -0.844 1.929 -3.834  0.180
C44 -0.103 3.093 -3.354  -0.997
N6 -0.389 3.454 -1.971  0.294
C45 0.114 2.432 -1.039  -0.196
P1 -0.636 0.754 -1.300  3.365
C46 -2.403 1.351 -1.373  -1.184
C47 -0.409 0.710 -3.141  -1.151
H54 -2.069 3.845 -0.781  0.355
H55 -2.121 4.505 -2.435  0.184
H56 -2.569 2.998 -4.277  0.325
H57 -2.815 1.269 -3.932  0.427
H58 -0.359 3.945 -3.991  0.331
H59 0.965 2.885 -3.451  0.298
H60 -0.116 2.728 -0.017  -0.592
H61 1.202 2.360 -1.133  0.050
H62 -2.717 1.623 -0.368  0.530
H63 -3.025 0.521 -1.712  0.267
H64 -0.979 -0.136 -3.528  0.346
H65 0.640 0.531 -3.361  0.141

2S+1: 5
⟨S²⟩: 6.07
LUMO level (spin up / spin down) in eV: 4.27 / 4.27
Charge: -2
Orbital gap (spin up / spin down) in eV: 6.55 / 5.98
HOMO level (spin up / spin down) in eV: -2.3 / -1.7
Calculated total energy in eV: -116299.37840


Here is the ion C4H10NS with charge +1 from the OMol25 dataset. Energies are from wB97M-V/def2-TZVPD.

Last column: Mulliken charge in e.
Positions of all 16 atoms, in Å:
C1 1.936 0.318 0.064  -1.386
C2 0.799 -0.672 0.198  -0.278
C3 -0.554 0.001 0.233  0.713
N1 -0.571 1.307 0.171  -0.275
C4 -1.799 -0.796 0.116  -0.819
S1 -3.461 0.086 0.038  -0.194
H1 1.829 1.253 0.443  0.451
H2 2.186 0.503 -1.082  0.323
H3 2.919 -0.046 0.576  0.333
H4 0.927 -1.352 -0.776  0.310
H5 1.093 -1.205 1.124  0.335
H6 0.238 1.898 0.036  0.154
H7 -1.405 1.965 0.118  0.292
H8 -1.554 -1.304 -0.815  0.354
H9 -1.980 -1.594 0.711  0.484
H10 -3.686 0.093 -1.293  0.203

Relative energy (zero: lowest compared OMol25 entry of this formula, charge and spin) in kcal/mol: 32.5
LUMO level in eV: -4.64
Charge: +1
Orbital gap in eV: 9.21
HOMO level in eV: -13.8
Calculated total energy in eV: -16627.55569